Record 1
{"formula": "C8H16BNO2", "method": "the ωB97M-V functional and the def2-TZVPD basis", "e_above_lowest_kcal_mol": 114.65, "lumo_energy_ev": [0.3, 0.1], "molar_mass_g_mol": 169.03, "energy_ev": -14812.9593, "species": ["B", "C", "C", "C", "C", "C", "C", "C", "C", "N", "O", "O", "H", "H", "H", "H", "H", "H", "H", "H", "H", "H", "H", "H", "H", "H", "H", "H"], "positions_angstrom": [[-0.568, 1.268, 1.638], [-0.193, 1.630, -2.100], [-1.142, 0.412, -1.722], [-0.027, 2.315, -0.701], [-0.650, -0.054, -0.330], [0.691, -0.810, -0.377], [0.579, -2.038, -1.353], [0.950, -1.367, 1.093], [-0.982, -0.286, 3.588], [-0.381, 1.263, 0.250], [1.773, -0.003, -0.779], [-0.753, 0.430, 2.518], [0.816, 1.342, -2.463], [-0.613, 2.245, -2.824], [-2.150, 0.858, -1.464], [-1.147, -0.471, -2.315], [1.037, 2.402, -0.593], [-0.700, 3.149, -0.502], [-1.306, -0.643, 0.379], [1.154, -1.922, -2.304], [-0.412, -2.164, -1.504], [0.994, -2.859, -0.762], [0.135, -2.102, 1.386], [0.979, -0.610, 1.883], [1.928, -1.995, 1.144], [1.855, 0.591, -0.040], [-1.894, -0.136, 4.055], [0.026, -0.445, 4.199]]}

***

Record 2
{"formula": "C37H21Cl5F3N7O11S2W", "method": "the ωB97M-V functional and the def2-TZVPD basis", "e_above_lowest_kcal_mol": 11.08, "lumo_energy_ev": -2.1, "molar_mass_g_mol": 1221.85, "energy_ev": -165928.8964, "species": ["W", "O", "C", "O", "C", "C", "Cl", "N", "N", "C", "C", "O", "O", "C", "C", "C", "C", "C", "C", "H", "H", "H", "H", "H", "H", "O", "C", "C", "C", "C", "C", "C", "C", "N", "C", "C", "N", "H", "H", "H", "H", "H", "H", "H", "Cl", "C", "C", "Cl", "C", "Cl", "C", "O", "C", "O", "C", "Cl", "F", "C", "F", "F", "C", "O", "O", "N", "C", "C", "C", "C", "C", "C", "S", "O", "O", "N", "C", "S", "C", "C", "N", "H", "H", "H", "H", "H", "H", "H", "H"], "positions_angstrom": [[-0.412, 0.078, 1.054], [2.348, -1.168, -4.255], [1.221, -1.832, -4.469], [0.888, -2.173, -5.575], [0.358, -2.122, -3.284], [-0.808, -2.865, -3.342], [-1.536, -3.688, -4.633], [-1.338, -2.900, -2.093], [-0.574, -2.238, -1.225], [0.442, -1.763, -1.911], [1.423, -0.929, -1.159], [2.444, -0.510, -1.672], [1.146, -0.738, 0.103], [-2.503, -3.550, -1.583], [-3.730, -3.404, -2.211], [-4.845, -4.012, -1.652], [-4.732, -4.739, -0.474], [-3.498, -4.859, 0.152], [-2.375, -4.265, -0.401], [2.476, -0.944, -3.300], [-3.809, -2.825, -3.121], [-5.806, -3.916, -2.141], [-5.605, -5.214, -0.047], [-3.405, -5.422, 1.072], [-1.407, -4.333, 0.079], [-0.603, 0.624, -0.804], [-1.425, 1.419, -1.488], [-0.898, 2.323, -2.409], [-1.759, 3.147, -3.103], [-3.139, 3.078, -2.898], [-3.657, 2.169, -2.002], [-2.798, 1.325, -1.296], [-3.238, 0.299, -0.387], [-2.477, -0.340, 0.506], [-3.296, -1.263, 1.138], [-4.537, -1.177, 0.621], [-4.484, -0.188, -0.334], [0.175, 2.364, -2.546], [-1.358, 3.863, -3.808], [-3.799, 3.746, -3.433], [-4.725, 2.138, -1.824], [-2.944, -1.935, 1.894], [-5.432, -1.735, 0.829], [-5.239, 0.115, -0.923], [-2.280, -2.906, 6.950], [-1.708, -2.611, 5.354], [-1.073, -3.629, 4.647], [-0.847, -5.179, 5.357], [-0.628, -3.397, 3.343], [0.124, -4.617, 2.396], [-0.799, -2.141, 2.806], [-0.447, -1.798, 1.555], [-1.397, -1.103, 3.512], [-1.474, 0.043, 2.826], [-1.894, -1.346, 4.781], [-2.743, -0.110, 5.624], [2.546, 1.386, 5.186], [1.360, 1.256, 4.587], [0.426, 1.124, 5.538], [1.111, 2.388, 3.917], [1.345, 0.003, 3.674], [1.710, -1.045, 4.118], [0.975, 0.266, 2.450], [-1.374, 5.747, 6.762], [-1.586, 5.117, 5.553], [-1.730, 5.864, 4.379], [-1.978, 5.234, 3.175], [-2.087, 3.851, 3.138], [-1.947, 3.095, 4.295], [-1.703, 3.722, 5.495], [-2.398, 3.023, 1.634], [-2.457, 4.019, 0.599], [-3.466, 2.083, 1.792], [-1.026, 2.124, 1.363], [0.140, 2.754, 1.017], [0.737, 4.358, 1.149], [2.298, 3.766, 0.683], [2.272, 2.435, 0.452], [1.024, 1.893, 0.610], [-1.006, 6.683, 6.730], [-0.994, 5.185, 7.505], [-1.650, 6.943, 4.418], [-2.094, 5.806, 2.264], [-2.021, 2.019, 4.239], [-1.586, 3.133, 6.397], [3.129, 4.441, 0.571], [3.089, 1.811, 0.123]]}

***

Record 3
{"formula": "C5H10O2", "method": "the ωB97M-V functional and the def2-TZVPD basis", "e_above_lowest_kcal_mol": 61.88, "lumo_energy_ev": 0.6, "molar_mass_g_mol": 102.13, "smiles": "C=C/C=C(/C)O.O", "energy_ev": -9440.3598, "species": ["C", "C", "C", "C", "O", "C", "H", "H", "H", "H", "H", "H", "H", "H", "H", "H", "O"], "positions_angstrom": [[1.231, -1.556, -1.949], [1.862, -0.948, -0.941], [1.636, 0.490, -0.613], [0.468, 0.992, -0.199], [-0.500, 0.173, 0.349], [0.154, 2.457, -0.240], [1.691, -2.396, -2.445], [0.242, -1.210, -2.210], [2.806, -1.377, -0.626], [2.335, 1.166, -1.087], [-0.021, -0.496, 0.852], [1.115, 2.951, -0.317], [-0.317, 2.791, 0.682], [-0.503, 2.689, -1.071], [-2.843, -1.335, 1.990], [-3.320, -2.020, 3.224], [-3.554, -1.283, 2.649]]}